1.
Formula: C12H3Cl4EuF9NO2PS4Sb
Source: OMol25
Level of theory: wB97M-V/def2-TZVPD

The geometry in XYZ format:
```
38
Properties=species:S:1:pos:R:3:mulliken_charge:R:1
Eu -1.24539 0.69180 -0.42908 1.2111
S 2.77264 4.96065 -1.15280 -0.6053
Sb 1.06249 3.36038 -1.22720 0.9901
S -1.10162 3.75748 -0.43659 -0.5537
S 0.89875 1.47725 -2.62362 -0.5965
Cl 4.03299 4.33373 4.58825 -0.2307
C 2.76313 3.49238 3.68605 -0.0685
C 1.62141 3.00098 4.32468 0.4650
Cl 1.36520 3.29001 5.97560 -0.2473
C 0.68489 2.22720 3.64316 0.0001
Cl -0.59383 1.47100 4.44031 -0.2394
C 0.73395 2.02409 2.20026 -0.2413
O -0.20075 1.46466 1.57247 -0.3108
C 1.92068 2.52741 1.55805 0.4284
O 2.08253 2.32638 0.26891 -0.7509
C 2.87390 3.29985 2.30533 0.4688
Cl 4.25202 3.84941 1.51164 -0.1785
F 3.12570 -4.17466 -0.76435 -0.2408
C 1.88830 -4.71806 -0.78379 0.6799
F 1.65251 -5.07896 0.51428 -0.2380
F 2.03848 -5.87654 -1.53012 -0.3157
C 0.82998 -3.84231 -1.39501 -0.1357
C 0.32275 -4.25527 -2.60394 -0.0104
C -0.75382 -3.58230 -3.21852 -0.9738
C -1.10804 -2.36926 -2.61456 -0.1273
N -0.48171 -1.87882 -1.53793 -0.0488
C 0.38178 -2.61587 -0.84307 0.1191
S 0.90421 -1.85877 0.58018 -0.5134
H 0.66560 -5.21134 -3.03622 0.3806
H -1.27457 -3.97373 -4.10294 0.3391
H -1.91004 -1.72625 -3.00463 0.3640
F -3.17322 0.77863 -2.00980 -0.3821
P -4.39538 0.51437 -0.83577 1.3922
F -5.14999 -0.44034 -1.90626 -0.3434
F -3.38490 -0.75353 -0.32962 -0.3996
F -3.49350 1.48704 0.15128 -0.4019
F -5.37095 0.20727 0.40072 -0.3388
F -5.23618 1.81403 -1.33533 -0.3460
```

For the energy, the calculation gives -171134.1811 eV. The HOMO energy (spin up / spin down) comes out at -0.084 / -0.088 Eh. The largest force on an atom is 0.06698 hartree/bohr. Its net charge is -2. Its multiplicity is 7. The frontier orbital gap (spin up / spin down) is 4.04 / 6.60 eV.


2.
Formula: C12H40F2MgN17O20S4
Source: OMol25
Level of theory: wB97M-V/def2-TZVPD

The geometry in XYZ format:
```
96
Properties=species:S:1:pos:R:3:mulliken_charge:R:1
Mg -9.77566 0.04080 -34.96537 1.8481
N -8.51668 1.24834 -34.41468 0.0711
S -7.28143 2.09354 -35.04960 0.0024
O -5.86371 1.75549 -34.70071 0.1062
O -7.65243 3.38497 -35.48251 -0.6262
F -7.35741 1.25586 -36.42226 -0.3136
S -8.05183 2.02683 -32.91171 0.4327
O -8.22100 3.48742 -32.94345 -0.5830
O -7.00761 1.47648 -32.05682 -0.4572
F -9.41359 1.71849 -32.11333 -0.2318
C -5.96091 3.34489 -38.22127 0.3903
O -5.23030 2.78686 -37.41447 -0.5869
N -7.00872 4.05477 -37.99151 -0.1560
N -5.76215 3.33896 -39.47918 -0.4513
H -7.40208 4.02490 -37.06173 0.2493
H -7.53024 4.49639 -38.73522 0.1420
H -6.21789 3.97786 -40.11495 0.1678
H -4.83355 2.97878 -39.64677 0.2748
C -4.98868 4.74239 -31.97905 0.5012
O -5.54512 4.43879 -30.99151 -0.6009
N -4.78257 6.00894 -32.21187 -0.3449
N -4.31758 3.87019 -32.75964 -0.0382
H -4.47223 6.44469 -33.06856 0.1508
H -4.95951 6.68989 -31.48723 0.2164
H -4.40439 2.90586 -32.47214 -0.0155
H -3.64193 4.25259 -33.40567 0.1273
C -6.58945 6.74782 -35.41118 0.5711
O -5.66459 6.11481 -35.85004 -0.5762
N -7.24914 6.30832 -34.34741 -0.2635
N -6.94061 8.05630 -35.68757 -0.4359
H -7.14946 5.38952 -33.94000 0.0651
H -8.11437 6.80467 -34.18891 0.1931
H -6.34106 8.47356 -36.38509 0.2679
H -7.60974 8.57370 -35.13560 0.1496
C -7.25896 -1.77629 -36.02978 0.7393
O -8.25903 -1.31495 -35.55433 -0.6535
N -6.11162 -1.47110 -35.53920 -0.1801
N -7.15715 -2.71395 -36.91616 -0.3873
H -5.24487 -1.78872 -35.94902 0.1489
H -6.09118 -0.78650 -34.79689 -0.0483
H -8.05000 -3.06955 -37.22677 0.2799
H -6.25677 -3.09952 -37.16258 0.1612
C -11.88717 2.08725 -34.07407 0.8113
O -11.30342 1.13644 -34.51116 -0.5496
N -12.34819 2.21078 -32.88027 -0.3640
N -12.03284 3.21304 -34.75212 -0.3635
H -12.79453 3.09058 -32.66389 0.1526
H -12.55806 1.37671 -32.35076 0.2596
H -12.48837 4.02466 -34.35984 0.1868
H -11.71317 3.22735 -35.71009 0.0989
C -2.55173 1.21776 -37.46381 0.5524
O -2.36827 2.40974 -37.39352 -0.6922
N -3.58009 0.59008 -37.10405 0.0188
N -1.69642 0.46030 -37.99403 -0.3788
H -4.39150 1.13904 -36.85836 0.1842
H -3.57158 -0.41956 -37.07878 0.0997
H -0.83132 0.85344 -38.33632 0.2651
H -1.96997 -0.50051 -38.14268 0.1099
C -10.94789 2.52223 -28.31955 0.7562
O -11.04935 3.72300 -28.15753 -0.7153
N -11.31246 1.61143 -27.44382 -0.4081
N -10.79882 1.98456 -29.41019 -0.0759
H -11.20785 0.62917 -27.65434 0.1826
H -11.37284 1.85477 -26.46543 0.2428
H -10.65058 2.36950 -30.33211 -0.0521
H -10.81106 0.97587 -29.36036 0.0775
C -10.12605 0.90815 -38.06059 0.5445
O -9.93669 0.63308 -36.88778 -0.2609
N -9.52436 0.33809 -39.06870 -0.3729
N -11.03668 1.78317 -38.42213 -0.3681
H -8.92315 -0.44751 -38.86505 0.2050
H -9.46083 0.71263 -40.00453 0.1929
H -11.64148 2.12023 -37.68681 0.1772
H -11.27949 1.85766 -39.39968 0.1871
C -2.36570 0.72643 -33.86882 0.0474
C -1.53914 -0.60512 -34.11138 -0.1725
O -1.92847 -1.44960 -33.09307 -0.3899
S -2.38443 -0.66831 -31.68222 1.0042
O -1.30777 -0.86480 -30.67332 -0.5489
O -3.71404 -0.89351 -31.16871 -0.4302
O -2.36733 0.85348 -32.42358 -0.3508
H -3.42748 0.66335 -34.10700 -0.0389
H -2.03901 1.71588 -34.18876 0.3747
H -0.45929 -0.51489 -33.99354 0.3058
H -1.67015 -1.16913 -35.03487 0.1706
C -6.80627 1.57307 -28.88229 0.0434
C -7.25490 0.11309 -29.22705 -0.0710
O -7.65453 -0.53560 -28.06456 -0.4371
S -7.69504 0.54972 -26.78395 1.0677
O -6.43284 0.46087 -26.01492 -0.5630
O -8.99379 0.57013 -26.07711 -0.4898
O -7.51536 1.88920 -27.75949 -0.2536
H -7.04267 2.24570 -29.70678 0.0838
H -5.72611 1.65709 -28.76271 0.1902
H -6.59931 -0.53036 -29.81380 0.3388
H -8.08341 -0.04778 -29.91683 0.1091
```

For the energy, the calculation gives -133589.9472 eV. The HOMO energy comes out at -0.399 Eh. The largest force on an atom is 0.22160 hartree/bohr. Its net charge is +1. Its multiplicity is 1. The frontier orbital gap is 7.16 eV.


3.
Formula: C12H40N4O8
Source: OMol25
Level of theory: wB97M-V/def2-TZVPD

The geometry in XYZ format:
```
64
Properties=species:S:1:pos:R:3:mulliken_charge:R:1
C 13.36093 8.91764 -15.13004 -0.9089
C 12.16500 8.46313 -15.92379 0.3907
O 12.21905 9.29481 -17.04939 -0.3752
H 14.31461 8.71943 -15.61489 -0.1166
H 13.51301 8.37182 -14.17671 0.3699
H 13.23106 9.96573 -14.82218 0.3327
H 11.25611 8.50826 -15.26849 0.4615
H 12.23863 7.47415 -16.24134 -0.3205
H 11.32688 9.38510 -17.45029 0.2188
C 17.41120 8.83462 -16.54560 -0.2251
C 17.78048 8.43421 -15.11722 -0.3525
O 16.65485 7.68655 -14.59969 -0.5495
H 18.19169 9.53538 -16.88326 0.4336
H 16.42925 9.25598 -16.69811 -0.2029
H 17.40658 7.97455 -17.19884 -0.0719
H 18.00244 9.30940 -14.54083 0.3505
H 18.66639 7.81061 -15.12485 0.3000
H 16.77456 7.13855 -13.83853 0.2522
C 13.65899 12.32247 -16.75707 -0.5824
C 12.48143 12.93276 -17.54313 -0.2188
O 12.38621 14.24516 -17.11192 -0.5032
H 13.93893 11.33371 -16.98489 -0.1376
H 13.27579 12.16241 -15.73960 0.2181
H 14.55760 12.91248 -16.74632 0.4347
H 11.56899 12.32754 -17.39635 0.2410
H 12.74334 12.86547 -18.57767 0.2716
H 11.52144 14.57153 -17.35476 0.3007
C 14.41216 3.49229 -20.81121 -1.2164
C 13.59696 4.57686 -20.10267 0.4011
O 12.15479 4.42676 -20.20230 -0.7132
H 15.47388 3.66298 -20.60108 0.2817
H 14.32513 3.54834 -21.84942 0.4078
H 14.13687 2.49635 -20.45323 0.3088
H 13.81088 5.48550 -20.55882 0.2121
H 13.81747 4.72611 -19.06475 -0.1097
H 11.67092 4.90411 -19.54414 0.4847
C 10.03282 6.15117 -18.24506 0.4301
O 10.20264 7.42676 -17.70900 -0.6850
N 10.80006 5.09971 -17.99005 -0.4037
N 9.08449 5.82999 -19.08975 -0.3179
H 11.55034 5.25896 -17.25950 0.2403
H 10.71513 4.13630 -18.30594 0.3811
H 8.28183 6.46930 -19.22696 0.2950
H 9.01285 4.84916 -19.30160 0.1798
C 14.22233 5.40502 -15.74237 0.2848
O 12.93134 5.18314 -16.15005 -0.8379
N 14.93032 6.38044 -16.21667 1.1959
N 14.87805 4.61314 -14.94145 -0.2542
H 14.56741 6.99415 -16.95739 -0.5247
H 15.70219 6.75207 -15.63947 0.0044
H 14.28655 3.83010 -14.65916 0.2773
H 15.90901 4.54150 -14.79381 0.2582
C 16.78730 4.92082 -18.52082 -0.4621
O 16.12694 4.16064 -17.55094 -0.6632
H 17.26402 5.71313 -17.96951 0.1096
H 16.20545 5.33184 -19.27371 0.1029
H 17.68215 4.33112 -18.88365 0.2354
H 15.76911 4.72623 -16.87287 0.5119
C 14.72425 8.65004 -18.92057 -0.6213
O 13.88616 7.60005 -18.36855 -0.6830
H 14.84635 9.57066 -18.32794 -0.0433
H 14.42517 9.04688 -19.91521 0.3403
H 15.70081 8.18670 -19.05929 0.2982
H 13.06158 8.02587 -18.00654 0.2830
```

For the energy, the calculation gives -35430.6832 eV. The HOMO energy comes out at -0.341 Eh. The largest force on an atom is 0.14075 hartree/bohr. The energy above the lowest of the compared OMol25 structures with the same formula, charge and spin is 214.8 kJ/mol. Its multiplicity is 1. The frontier orbital gap is 9.45 eV.


multiplicity of number 2 (C12H40F2MgN17O20S4)?
1